An isolated molecule of C4H7N3O2 in a non-equilibrium geometry. Source: OMol25; level of theory: ωB97M-V/def2-TZVPD.

Values from the calculation:
HOMO level   -9.3 eV
Energy above the lowest of the compared OMol25 structures with the same formula, charge and spin   590.61 kJ/mol
Largest force on an atom   0.081 Eh/bohr
E_tot   -471.178083 Ha
Charge   0
SMILES string   C[C@H]1CC=NN1[N+](=O)[O-]
E_LUMO   0.39 eV

Each line ends with the Löwdin charge.
Atoms and positions in Å:
C1 -0.05608 -1.24311 -0.59942  -0.08
C2 -0.61781 -0.26730 0.37309  -0.29
C3 0.38563 1.01917 0.41460  -0.09
C4 -0.54940 2.13295 -0.04986  -0.10
N1 -1.77394 1.71865 -0.27157  0.09
N2 -1.83421 0.38157 -0.23278  -0.05
N3 -3.15284 -0.33350 0.02759  -0.35
O1 -3.09562 -1.48445 0.44517  0.07
O2 -4.10795 0.31014 -0.20107  0.12
H1 0.14342 -0.67242 -1.60902  0.14
H2 -0.80791 -1.94090 -0.77448  0.05
H3 0.80798 -1.62039 -0.13157  0.07
H4 -0.88529 -0.82421 1.28832  0.14
H5 1.18983 0.74477 -0.26241  0.09
H6 0.78796 1.29275 1.45353  0.13
H7 -0.14328 3.09109 -0.01078  0.08